(1)
Below is C8H20LiNO7 as an isolated structure, with properties calculated with the ωB97M-V functional and the def2-TZVPD basis.

⟨S²⟩   0.76
Spin multiplicity   2
HOMO-LUMO gap (spin up / spin down)   9.748 / 6.409 eV
LUMO energy (spin up / spin down)   -0.1426 / -0.2653 Eh
Charge   +1

Element x y z (Å)
1 Li 21.6519 -11.3052 17.3995
2 N 23.8613 -12.8621 15.4716
3 O 25.0824 -12.6784 15.7954
4 O 22.9419 -12.2316 16.0210
5 O 23.8132 -13.7920 14.7174
6 C 18.9045 -9.9881 16.3498
7 O 19.6713 -11.0119 16.9002
8 C 18.9700 -11.9270 17.7604
9 C 19.6127 -13.2733 17.6738
10 O 20.9603 -13.1880 18.0977
11 C 21.7456 -14.3846 18.1849
12 H 17.8430 -10.2057 16.2317
13 H 19.3220 -9.7605 15.3690
14 H 18.8965 -9.1014 16.9836
15 H 17.9480 -12.0296 17.3957
16 H 19.0056 -11.6159 18.8045
17 H 19.6612 -13.6284 16.6444
18 H 19.0250 -13.9931 18.2435
19 H 22.7816 -14.1700 17.9230
20 H 21.3580 -15.1606 17.5248
21 H 21.6529 -14.6593 19.2357
22 C 22.4961 -8.6429 15.6061
23 O 21.9151 -9.2381 16.7891
24 C 22.0181 -8.4602 17.9869
25 C 21.4451 -9.2640 19.1887
26 O 21.9912 -10.5698 19.2487
27 C 21.5894 -11.3348 20.4572
28 H 23.5839 -8.6213 15.6723
29 H 21.9464 -7.7455 15.3224
30 H 22.3542 -9.3355 14.7765
31 H 21.5041 -7.5168 17.8030
32 H 23.0365 -8.1596 18.2329
33 H 20.3580 -9.1985 19.2358
34 H 21.8423 -8.8342 20.1083
35 H 20.5107 -11.4911 20.4471
36 H 21.9609 -10.7695 21.3119
37 H 22.1455 -12.2673 20.3614

Mulliken population analysis, charges in e, atoms 1 to 5:
1 Li 0.9467
2 N 0.9354
3 O -0.2188
4 O -0.5211
5 O -0.3508

---

(2)
Below is one molecule with the formula C8H20N2OSi, with properties calculated with the ωB97M-V functional and the def2-TZVPD basis.

SMILES   CC(C)(C)N(C[Si](C)(C)C)N=O
Relative energy (zero: lowest compared OMol25 entry of this formula, charge and spin)   3.2620 eV
HOMO-LUMO gap   9.781 eV
LUMO energy   0.0250 Eh
Charge   0

Element x y z (Å)
1 C 1.5537 -0.1335 2.8521
2 C 0.5975 -0.7000 1.7988
3 C 1.4194 -1.6617 0.8905
4 C -0.5434 -1.4146 2.5866
5 N 0.1148 0.4828 0.9552
6 C -1.0683 0.3673 0.1243
7 Si -0.6092 0.5353 -1.6623
8 C -1.2093 2.2876 -2.1234
9 C 1.1256 0.3316 -2.2701
10 C -1.5686 -0.7407 -2.6527
11 N 0.7148 1.7368 1.0640
12 O 0.1913 2.6342 0.4398
13 H 1.0355 0.6754 3.3259
14 H 1.7806 -0.8588 3.6780
15 H 2.5068 0.3401 2.5506
16 H 0.7477 -2.1463 0.2243
17 H 2.1926 -1.1796 0.2235
18 H 1.9109 -2.4403 1.4297
19 H -0.2924 -2.4683 2.7559
20 H -0.7708 -0.8884 3.4901
21 H -1.4677 -1.3132 1.9106
22 H -1.4877 -0.6777 0.2491
23 H -1.7116 1.2212 0.4040
24 H -0.9298 2.9674 -1.3158
25 H -0.8150 2.6685 -3.0490
26 H -2.3155 2.1948 -2.2683
27 H 1.3727 -0.7191 -2.0831
28 H 1.0735 0.5641 -3.3134
29 H 1.6872 1.0731 -1.7409
30 H -1.2363 -1.6377 -2.3049
31 H -2.6148 -0.5972 -2.4399
32 H -1.3845 -0.5031 -3.7290

Mulliken population analysis, charges in e, atoms 1 to 5:
1 C -1.7214
2 C 1.2150
3 C -1.6135
4 C -1.2909
5 N 0.6476

---

(3)
Below is a 2-piece molecular cluster, C8H20N3O3 overall, with properties calculated with the ωB97M-V functional and the def2-TZVPD basis.

Relative energy (zero: lowest compared OMol25 entry of this formula, charge and spin)   1.0681 eV
HOMO-LUMO gap   11.189 eV
LUMO energy   -0.0916 Eh
Charge   +1

Element x y z (Å)
1 C 1.8636 1.8797 -0.0836
2 C 0.4717 2.0969 -0.7674
3 C 2.0135 0.3044 0.0789
4 C 0.4401 -0.0346 0.1005
5 C -1.6216 -2.2824 -1.0836
6 C -2.4784 1.9261 -0.1848
7 C 2.6523 -1.6393 -1.1754
8 C -1.1784 -1.9725 0.3481
9 N -0.3028 0.8667 -0.5354
10 N 0.1078 0.4783 2.0582
11 N -1.7251 0.7837 -0.6608
12 O 2.6559 -0.1190 1.2915
13 O 2.5669 -0.2554 -1.0212
14 O 0.0801 -1.3125 0.3002
15 H 2.6518 2.2766 -0.8584
16 H 1.9783 2.2670 0.8327
17 H -0.0579 2.8366 -0.2037
18 H 0.4853 2.3848 -1.8714
19 H -1.5956 -1.2630 -1.4559
20 H -0.9060 -2.8406 -1.6004
21 H -2.6241 -2.6927 -1.1408
22 H -2.1052 2.8915 -0.5500
23 H -3.4571 1.7778 -0.5592
24 H -2.5446 2.0177 0.8395
25 H 2.0643 -2.1465 -0.3990
26 H 3.6520 -1.9077 -1.2547
27 H 2.2301 -1.8700 -2.1162
28 H -0.9948 -2.9479 0.9374
29 H -1.8219 -1.3466 0.9148
30 H 0.0626 1.5155 2.0641
31 H 0.6670 0.1123 2.8312
32 H -0.8663 0.1381 2.3016
33 H -1.8810 0.7440 -1.6240
34 H 2.9184 -1.0068 1.2893

Mulliken population analysis, charges in e, atoms 1 to 5:
1 C -1.3532
2 C -0.5557
3 C 1.0451
4 C -0.1499
5 C -0.9220

---

(4)
Below is an isolated ion of composition C8H20NO2 and charge +1, with properties calculated with the ωB97M-V functional and the def2-TZVPD basis.

SMILES   CCO[C@@](O)(CC)C(C)(C)[NH3+]
Relative energy (zero: lowest compared OMol25 entry of this formula, charge and spin)   0.8185 eV
HOMO-LUMO gap   11.070 eV
LUMO energy   -0.1024 Eh
Charge   +1

Element x y z (Å)
1 C 3.1492 -1.2113 0.0500
2 C 2.0799 -0.3791 0.6504
3 O 0.7992 -0.7037 0.0565
4 C -0.0653 0.4251 0.2347
5 O -0.3253 0.6577 1.5039
6 C 0.1538 1.5192 -0.7463
7 C 0.8719 2.7709 -0.2170
8 C -1.4917 -0.6307 -0.0654
9 C -1.4998 -0.8403 -1.5360
10 C -2.7811 -0.0265 0.4714
11 N -1.1964 -1.8579 0.6403
12 H 4.1868 -0.8274 0.3447
13 H 3.1047 -2.3413 0.2588
14 H 2.9053 -1.0380 -1.0225
15 H 2.2389 0.6791 0.4239
16 H 1.8863 -0.5728 1.6772
17 H 0.3183 1.2688 1.8533
18 H 0.6538 1.1226 -1.5925
19 H -0.8737 1.7809 -1.0318
20 H 1.9918 2.7609 -0.3736
21 H 0.5935 3.5729 -0.9336
22 H 0.6867 2.8688 0.8345
23 H -1.7587 0.0949 -2.0829
24 H -0.6782 -1.2448 -1.9226
25 H -2.4208 -1.5777 -1.8181
26 H -2.5680 0.1426 1.5296
27 H -3.5359 -0.8398 0.6235
28 H -3.2380 0.8645 -0.1198
29 H -1.4666 -1.8833 1.6083
30 H -0.0942 -1.9320 0.5178
31 H -1.6264 -2.6225 0.1833

Mulliken population analysis, charges in e, atoms 1 to 5:
1 C -1.1236
2 C -0.1483
3 O -0.5144
4 C 0.5595
5 O -0.5133

---

(5)
Below is a 2-piece molecular cluster, C8H20NOP overall, with properties calculated with the ωB97M-V functional and the def2-TZVPD basis.

Relative energy (zero: lowest compared OMol25 entry of this formula, charge and spin)   6.2093 eV
HOMO-LUMO gap (spin up / spin down)   8.790 / 7.147 eV
LUMO energy (spin up / spin down)   -0.0206 / -0.0180 Eh
Charge   0

Element x y z (Å)
1 C -4.6271 -1.3246 -0.5547
2 C 0.4577 2.1003 1.0131
3 C 1.5404 3.0187 -1.0950
4 C 3.1357 -1.0213 0.7222
5 C 1.1146 -2.3569 -0.1298
6 C -3.6479 -0.4876 0.2652
7 C 1.5396 1.9878 0.0318
8 C 1.6890 -1.0340 0.5360
9 N -2.2485 -0.8124 0.2915
10 O 2.3280 0.1090 -1.8422
11 P 1.4045 0.3187 -0.7558
12 H -5.6442 -1.1597 -0.4021
13 H -4.5606 -1.4487 -1.6611
14 H -4.4789 -2.3206 -0.2268
15 H 0.0797 3.0856 0.9843
16 H -0.3331 1.2740 0.8076
17 H 0.8712 1.8846 1.9795
18 H 2.4882 3.3017 -1.4368
19 H 1.1082 3.9213 -0.7496
20 H 0.8225 2.8210 -2.0106
21 H 3.5675 -1.2687 -0.2464
22 H 3.5223 -0.2446 1.2691
23 H 3.3730 -1.8813 1.3518
24 H 1.4308 -3.4184 0.1678
25 H 1.2915 -2.3747 -1.1462
26 H 0.0672 -2.3796 -0.0702
27 H -3.9137 0.6581 0.1090
28 H -3.9444 -0.6401 1.3237
29 H 2.6193 2.0847 0.5188
30 H 0.9983 -0.7433 1.3767
31 H -2.0508 -1.6490 -0.4210

Mulliken population analysis, charges in e, atoms 1 to 5:
1 C -1.2803
2 C -1.1776
3 C -1.5433
4 C -1.7116
5 C -1.3274

---

(6)
Below is a 2-piece molecular cluster, C8H20NP2 overall, with properties calculated with the ωB97M-V functional and the def2-TZVPD basis.

Relative energy (zero: lowest compared OMol25 entry of this formula, charge and spin)   0.0000 eV
HOMO-LUMO gap (spin up / spin down)   7.881 / 7.881 eV
LUMO energy (spin up / spin down)   -0.1859 / -0.1859 Eh
Charge   +1

Element x y z (Å)
1 C 0.2933 -0.3196 2.5622
2 C -1.1576 -0.2035 2.0074
3 C 0.9938 -1.3436 1.6600
4 C -1.1929 0.4155 0.5807
5 C 1.0109 -0.8842 0.2286
6 C -0.7985 1.9142 0.5736
7 C 1.5161 -2.0279 -0.6981
8 C -0.3654 0.4494 -2.5160
9 N -0.2911 -0.4759 -0.3076
10 P -2.1363 0.8427 -2.4421
11 P 0.9281 1.5413 -2.7979
12 H 0.8213 0.5838 2.4275
13 H 0.1130 -0.4367 3.5941
14 H -1.5528 -1.2338 2.0380
15 H -1.6368 0.4830 2.6155
16 H 2.0135 -1.5475 1.9665
17 H 0.5882 -2.3556 1.7673
18 H -2.1766 0.4234 0.0760
19 H 1.6055 0.1332 -0.0732
20 H -0.9286 2.2902 1.5583
21 H -1.5541 2.3119 -0.1068
22 H 0.1876 2.0876 0.1967
23 H 1.0730 -2.9609 -0.5249
24 H 2.5927 -2.1108 -0.6820
25 H 1.3289 -1.9409 -1.7272
26 H -0.1538 -0.6728 -2.7967
27 H -0.8794 -1.1837 -0.6543
28 H -2.3901 0.1885 -3.5891
29 H -2.1403 2.0012 -2.9662
30 H 0.5151 2.5463 -1.9506
31 H 1.8382 0.7429 -2.1645

Mulliken population analysis, charges in e, atoms 1 to 5:
1 C -0.7143
2 C -1.2268
3 C -1.1180
4 C -0.0173
5 C 0.4245

---

Let's list max |F| in order: 2.636; 3.681; 6.354; 6.987; 3.751; 4.273 eV/A.